(1)
ORCA calculation (ωB97M-V/def2-TZVPD) on a cluster of 2 separate species, C5H9N in total.

Its charge is 0. For the HOMO energy, the calculation gives -0.333 Ha. The calculation puts the energy above the lowest of the compared OMol25 structures with the same formula, charge and spin at 47.3 kcal per mole.

Last column: Löwdin charge in e.
Positions of all 15 atoms, in Å:
H1 2.530 -0.398 -0.658  0.063
H2 -0.325 -2.007 -1.807  0.076
C1 -0.062 -1.011 -1.431  -0.110
H3 0.010 -1.489 0.724  0.097
C2 1.887 -0.774 0.137  -0.039
N1 0.224 2.206 0.495  0.147
C3 -2.086 1.301 1.027  -0.019
C4 0.619 -1.111 -0.098  -0.262
H4 2.332 -0.877 1.123  0.056
H5 0.579 -0.523 -2.173  0.076
H6 0.942 1.487 0.370  0.039
C5 -0.879 1.736 0.752  -0.286
H7 -2.788 1.092 0.228  0.051
H8 -0.996 -0.442 -1.349  0.060
H9 -2.398 1.169 2.057  0.051

(2)
ORCA calculation (ωB97M-V/def2-TZVPD) on a cluster of 2 separate species, C4H12 in total at a distorted geometry.

Its charge is 0. For the HOMO energy, the calculation gives -0.400 Ha. The calculation puts the energy above the lowest of the compared OMol25 structures with the same formula, charge and spin at 22.4 kcal per mole.

Last column: Löwdin charge in e.
Positions of all 16 atoms, in Å:
H1 -0.443 1.550 2.357  0.077
C1 0.517 -2.605 -1.304  -0.175
H2 -0.919 0.477 1.160  0.066
C2 -0.299 1.432 1.260  -0.200
H3 -0.789 3.478 1.012  0.056
C3 -1.101 2.514 0.601  -0.199
H4 0.486 -3.585 -0.831  0.072
H5 -2.177 2.386 0.859  0.077
C4 0.924 -1.366 -0.562  -0.201
H6 -0.376 -2.376 -1.922  0.078
H7 -0.912 2.633 -0.471  0.063
H8 1.138 -2.732 -2.130  0.029
H9 0.654 1.212 0.743  0.063
H10 1.887 -1.335 0.023  0.077
H11 0.251 -1.150 0.331  0.052
H12 0.949 -0.403 -1.104  0.065

(3)
ORCA calculation (ωB97M-V/def2-TZVPD) on the ion C4H10NO2 with charge -1 at a distorted geometry.

Its charge is -1. For the HOMO energy, the calculation gives -0.088 Ha. The calculation puts the energy above the lowest of the compared OMol25 structures with the same formula, charge and spin at 81.8 kcal per mole.

Last column: Löwdin charge in e.
Positions of all 17 atoms, in Å:
H1 0.607 0.679 1.200  0.071
C1 1.430 0.035 -0.721  -0.199
H2 0.070 -1.308 -1.705  0.095
H3 -3.039 0.483 -0.569  0.100
H4 -1.990 0.917 0.827  0.107
H5 -0.530 1.194 -0.805  0.075
H6 2.272 -0.652 -0.667  0.090
H7 1.430 0.713 -1.571  0.082
O1 -2.392 -1.093 0.400  -0.079
H8 -1.705 -1.379 1.017  0.075
O2 2.614 0.331 1.399  -0.376
C2 1.595 0.803 0.666  -0.558
N1 -1.005 0.317 -0.947  -0.053
C3 0.096 -0.688 -0.798  -0.255
H9 1.673 1.900 0.418  0.067
H10 -0.080 -1.320 0.018  0.072
C4 -2.130 0.233 -0.019  -0.315

(4)
ORCA calculation (ωB97M-V/def2-TZVPD) on a structure of composition C17H40Cl2N6SW at a distorted geometry.

Its charge is +4. For the HOMO energy (spin up / spin down), the calculation gives -0.805 / -0.812 Ha. The calculation puts the energy above the lowest of the compared OMol25 structures with the same formula, charge and spin at 40.4 kcal per mole. Its spin multiplicity is 3.

Last column: Mulliken spin population.
Positions of all 67 atoms, in Å:
H1 2.990 -2.362 2.130  0.001
H2 2.003 -2.880 -1.763  0.003
H3 0.302 -2.636 -3.651  0.000
H4 -1.512 -2.560 1.595  -0.004
C1 0.218 -2.103 -2.702  0.085
C2 4.282 0.460 -1.206  0.005
Cl1 2.613 -0.225 -1.474  -0.001
H5 -3.552 1.331 0.131  -0.001
H6 2.004 1.998 -2.182  0.003
H7 -0.757 0.833 3.037  -0.003
H8 -1.996 -0.252 -1.437  -0.019
H9 1.231 4.090 -0.254  0.004
C3 -2.408 2.741 0.954  0.001
C4 0.925 -2.928 -1.628  -0.018
H10 -0.898 3.694 2.138  -0.001
Cl2 4.490 1.199 0.381  0.001
H11 1.572 0.639 3.092  -0.004
H12 -1.830 -0.486 3.487  0.001
H13 0.639 -3.978 -1.724  -0.001
C5 -2.602 2.077 -1.456  0.003
H14 -0.980 3.439 -1.493  -0.002
C6 -0.986 3.288 1.129  0.006
C7 -1.263 -1.890 -2.419  -0.046
H15 -1.756 -2.859 -2.347  -0.001
C8 1.139 2.496 -1.770  0.008
H16 0.947 3.339 -2.435  0.001
C9 -2.066 -1.687 1.250  0.024
C10 -0.945 -0.234 2.902  0.017
W1 0.306 -0.188 -0.079  1.824
H17 2.488 2.886 -0.098  -0.004
H18 -3.031 3.611 0.717  0.002
C11 1.564 -0.438 2.925  0.003
N1 -0.039 1.572 -1.787  -0.011
H19 -1.331 2.711 -3.033  0.002
H20 4.964 -0.378 -1.318  -0.002
H21 0.028 1.052 -2.662  0.003
C12 1.445 -3.042 0.815  0.016
H22 -2.769 2.359 1.910  -0.001
H23 0.159 -2.078 3.203  -0.002
H24 -1.721 -1.379 -3.266  -0.008
C13 -2.478 -1.797 -0.223  0.006
H25 0.719 -1.141 -2.860  -0.002
C14 1.440 3.025 -0.356  0.004
H26 -1.846 0.310 1.153  -0.002
C15 2.481 -2.021 1.228  -0.004
H27 -0.346 -2.881 -0.082  -0.006
H28 -2.963 -1.634 1.870  0.002
H29 3.237 -1.924 0.455  0.002
H30 2.388 -0.855 3.505  0.002
C16 0.249 -1.013 3.421  0.008
H31 -3.477 -1.388 -0.369  -0.004
H32 1.937 -3.947 0.457  0.000
H33 4.442 1.204 -1.981  0.001
H34 -3.262 2.936 -1.619  -0.001
N2 -2.603 1.665 -0.042  0.033
H35 -2.554 -2.849 -0.495  -0.002
N3 -1.520 -1.100 -1.153  0.083
H36 0.246 -0.935 4.509  0.000
H37 0.831 -3.333 1.665  -0.004
N4 0.565 -2.460 -0.242  -0.002
N5 1.842 -0.681 1.465  0.003
H38 2.583 -0.006 1.247  0.016
H39 -0.779 4.108 0.447  0.000
H40 -3.029 1.270 -2.063  -0.003
N6 -1.248 -0.469 1.452  0.039
S1 0.509 2.186 0.969  -0.057
C17 -1.234 2.496 -1.967  0.007

(5)
ORCA calculation (ωB97M-V/def2-TZVPD) on a structure of composition C5H11NO at a distorted geometry.

Its charge is 0. For the HOMO energy, the calculation gives -0.336 Ha. The calculation puts the energy above the lowest of the compared OMol25 structures with the same formula, charge and spin at 90.0 kcal per mole.

Last column: Löwdin charge in e.
Positions of all 18 atoms, in Å:
H1 1.399 -0.204 -2.035  0.083
O1 0.633 1.365 1.335  -0.054
C1 0.874 -0.835 -1.318  -0.067
H2 -1.256 1.086 0.560  0.025
H3 -0.366 -1.304 1.167  0.085
N1 -1.906 0.697 -0.137  0.044
H4 -0.193 -0.596 -1.388  0.068
C2 1.362 0.912 0.419  -0.343
H5 -3.656 1.068 -1.071  0.053
C3 1.287 -0.537 0.091  -0.382
H6 -3.156 2.350 0.167  0.067
H7 2.531 -0.027 0.356  0.227
H8 0.933 -2.470 0.925  0.082
C4 0.719 -1.426 1.150  -0.062
H9 1.005 -1.887 -1.563  0.080
H10 1.091 -1.149 2.131  0.086
C5 -2.925 1.404 -0.339  -0.128
H11 1.625 1.553 -0.450  0.137

(6)
ORCA calculation (ωB97M-V/def2-TZVPD) on an isolated molecule of C19H21NO3S.

Its charge is 0. For the HOMO energy, the calculation gives -0.287 Ha. The calculation puts the energy above the lowest of the compared OMol25 structures with the same formula, charge and spin at 57.1 kcal per mole.

Last column: Löwdin charge in e.
Positions of all 45 atoms, in Å:
H1 -4.163 -1.936 -1.225  0.155
N1 -2.793 -0.629 -0.302  0.014
O1 -2.615 3.613 -0.091  0.065
C1 -1.452 -0.808 -0.573  -0.256
H2 4.071 -2.441 -0.437  0.138
C2 -0.262 3.335 -0.243  -0.359
C3 -3.053 0.696 -0.155  -0.181
H3 -1.479 -2.723 -1.519  0.082
H4 -4.554 -1.100 1.738  0.104
O2 3.682 -1.263 1.210  -0.024
H5 1.736 0.256 1.938  0.122
H6 6.258 -0.746 0.871  0.140
H7 4.913 -2.851 1.088  0.133
H8 -3.821 -3.803 0.413  0.104
H9 4.463 2.128 -1.711  0.122
C4 -4.411 1.239 0.092  -0.004
H10 -4.444 2.268 -0.258  0.075
C5 -0.852 0.413 -0.570  0.009
H11 -5.168 0.649 -0.420  0.083
H12 -5.691 -2.104 0.753  0.105
C6 -1.854 1.389 -0.299  -0.134
C7 -0.856 -2.145 -0.838  -0.022
C8 3.417 -0.034 0.661  -0.197
H13 0.189 0.587 -0.753  0.099
H14 -0.266 4.425 -0.260  0.082
H15 2.525 3.402 -0.858  0.108
C9 4.583 -2.034 0.446  -0.150
C10 5.760 -1.173 -0.010  -0.151
C11 4.196 0.504 -0.368  -0.202
C12 2.328 0.678 1.143  -0.028
C13 2.002 1.910 0.596  -0.561
O3 5.306 -0.140 -0.855  -0.027
S1 0.614 2.786 1.274  0.966
H16 6.477 -1.756 -0.591  0.133
C14 -4.670 -1.806 0.932  -0.093
C15 -1.694 2.824 -0.203  -0.438
H17 -4.641 1.249 1.158  0.090
C16 -3.753 -1.680 -0.250  -0.253
H18 0.126 -2.013 -1.285  0.080
C17 2.765 2.438 -0.438  -0.104
H19 -0.735 -2.720 0.080  0.075
H20 -2.733 -2.752 1.405  0.105
C18 3.851 1.733 -0.916  0.009
C19 -3.574 -2.803 0.731  -0.093
H21 0.273 2.937 -1.101  0.078

(7)
ORCA calculation (ωB97M-V/def2-TZVPD) on a cluster of 9 separate species, H18O9 in total.

Its charge is 0. For the HOMO energy, the calculation gives -0.416 Ha. The calculation puts the energy above the lowest of the compared OMol25 structures with the same formula, charge and spin at 73.2 kcal per mole.

Last column: Löwdin charge in e.
Positions of all 27 atoms, in Å:
H1 -6.445 1.674 -3.148  0.028
O1 -5.689 1.095 -3.245  -0.054
O2 -2.696 -1.187 4.633  -0.056
O3 1.069 0.265 -0.102  -0.055
H2 -3.365 2.010 2.081  0.028
H3 8.900 1.588 1.247  0.028
O4 8.405 2.246 0.759  -0.055
O5 5.520 -2.110 1.065  -0.057
H4 -3.208 -1.929 4.955  0.029
O6 -3.094 2.557 1.344  -0.055
H5 5.421 -2.994 1.418  0.029
H6 -1.292 -1.541 -3.509  0.027
H7 0.513 -5.170 0.764  0.027
O7 0.753 -6.080 0.592  -0.056
H8 -3.456 3.421 1.540  0.027
O8 -1.922 -2.056 -4.013  -0.053
H9 0.216 0.542 0.233  0.026
H10 1.669 0.393 0.633  0.028
H11 4.899 -2.070 0.338  0.028
O9 -1.255 4.943 -2.860  -0.053
H12 -2.187 -0.900 5.391  0.028
H13 -0.545 4.697 -2.266  0.028
H14 -0.075 -6.512 0.381  0.029
H15 -2.711 -1.515 -4.036  0.026
H16 -5.128 1.305 -2.498  0.026
H17 7.543 1.850 0.628  0.026
H18 -1.841 5.478 -2.326  0.025

Listing energy for the structures above in their given order: -6818.94185, -4341.55785, -9893.89923, -64883.61597, -8897.79609, -38510.54556, -18718.96286 eV.